17
Properties=species:S:1:pos:R:3:forces:R:3 method="wB97M-V/def2-TZVPD" spin_multiplicity=1 orbital_gap_ev=7.43 lumo_energy_ev=3.3600 max_force_ev_per_a=6.20 total_charge=-1 e_above_lowest_kj_mol=126.31 homo_energy_ev=-4.1 total_energy_ha=-699.41236
C 3.11475 3.27345 -0.21965 3.5 -2.1 -4.2
H 3.31439 4.81598 -1.70242 -0.1 0.0 0.4
F 0.78086 3.41038 0.17502 0.2 0.0 0.0
C 3.35190 4.73096 -0.60540 -1.3 -0.8 0.0
N 2.67936 2.33118 -1.37629 -5.7 1.5 1.9
O 2.54995 2.82227 -2.51906 1.1 -1.2 1.3
O 2.17683 1.26424 -0.97626 2.0 0.8 -1.3
N 3.26354 2.87775 1.09974 -1.5 -1.6 1.0
H 4.20771 2.99602 1.44344 0.1 -0.3 -0.3
H 2.93033 1.88652 1.21938 0.2 1.6 0.0
N 4.87480 5.04113 -0.33238 0.6 -0.3 0.0
O 5.70202 4.29178 -0.81544 0.1 0.1 -0.1
O 5.15207 6.03054 0.30185 0.0 0.4 0.2
N 2.49415 5.58586 0.06980 0.2 0.4 1.1
H 2.58078 6.55769 -0.18818 0.1 -0.1 0.2
H 2.41272 5.42296 1.10144 -0.1 0.0 -1.7
H 4.06898 2.65562 -0.82834 0.8 1.8 1.3

---

13
Properties=species:S:1:pos:R:3:forces:R:3 method="wB97M-V/def2-TZVPD" spin_multiplicity=1 orbital_gap_ev=8.30 lumo_energy_ev=-0.1318 max_force_ev_per_a=3.00 e_above_lowest_kj_mol=487.44 homo_energy_ev=-8.4 total_energy_ha=-5341.92860
C -0.81939 -2.04663 0.03575 -0.2 0.9 0.8
C -0.92140 1.31826 -0.27343 -0.4 0.7 -0.3
C -0.35859 -2.49805 1.35005 -0.6 -0.6 -0.5
C 1.19016 2.69286 -1.04572 2.4 -0.3 -1.8
C -0.02426 1.99642 -0.70936 -0.2 -0.8 0.5
Br -0.98845 -3.40446 -1.15738 0.0 -0.9 -0.6
Br -2.56780 0.78297 0.26530 0.3 0.0 0.0
H -0.66553 -1.86496 2.16602 -0.9 0.0 0.4
H 0.60685 -2.09468 1.28280 2.2 0.7 -0.4
H -0.20080 -3.55425 1.55514 -0.5 -0.2 0.3
H 1.37018 3.55147 -0.42559 -0.1 0.4 0.5
H 1.24587 3.09066 -2.11728 -0.4 -0.7 1.3
H 2.13316 2.03040 -0.92630 -1.6 0.8 -0.2

---

20
Properties=species:S:1:pos:R:3:forces:R:3 method="wB97M-V/def2-TZVPD" spin_multiplicity=1 orbital_gap_ev=9.57 lumo_energy_ev=0.8940 max_force_ev_per_a=2.92 e_above_lowest_kj_mol=88.15 homo_energy_ev=-8.7 total_energy_ha=-345.29429
C 2.39213 1.54598 -1.18291 -0.7 2.0 -0.9
C 1.74430 0.26787 -0.90754 -0.3 -1.1 -0.2
C 2.09338 -0.69332 0.00697 -1.6 -0.1 -0.7
N 1.20142 -1.73932 -0.23842 0.4 -0.1 -0.2
C 0.43273 -1.40064 -1.32046 -0.1 0.8 1.0
N 0.71257 -0.18766 -1.71559 0.2 0.1 0.1
H 2.07039 2.38323 -0.53342 0.7 -0.6 0.5
H 2.00346 1.98451 -2.12599 0.3 -0.8 0.1
H 3.46212 1.40245 -1.29301 0.1 0.5 0.3
H 2.65801 -0.66683 0.91210 0.6 -0.1 0.0
H 1.38484 -2.68320 0.05134 -0.3 -0.1 0.3
H -0.50448 -1.89056 -1.55554 0.5 -0.4 -0.3
C -2.50137 0.36996 1.95543 2.2 -1.2 1.6
C -2.51368 0.01993 0.48937 -0.6 1.2 -0.8
H -2.45536 -0.48546 2.66329 -1.5 -0.1 -0.6
H -1.46633 0.58395 2.26116 0.1 1.1 -0.5
H -3.14774 1.15267 2.32604 -0.2 0.0 -0.2
H -2.00225 0.79640 -0.09006 0.7 -0.3 0.2
H -3.49790 0.19209 0.03143 -0.2 -1.0 0.3
H -2.06624 -0.95205 0.26581 -0.3 0.2 0.0

---

What did the second record say?
13
Properties=species:S:1:pos:R:3:forces:R:3 method="wB97M-V/def2-TZVPD" spin_multiplicity=1 orbital_gap_ev=8.30 lumo_energy_ev=-0.1318 max_force_ev_per_a=3.00 e_above_lowest_kj_mol=487.44 homo_energy_ev=-8.4 total_energy_ha=-5341.92860
C -0.81939 -2.04663 0.03575 -0.2 0.9 0.8
C -0.92140 1.31826 -0.27343 -0.4 0.7 -0.3
C -0.35859 -2.49805 1.35005 -0.6 -0.6 -0.5
C 1.19016 2.69286 -1.04572 2.4 -0.3 -1.8
C -0.02426 1.99642 -0.70936 -0.2 -0.8 0.5
Br -0.98845 -3.40446 -1.15738 0.0 -0.9 -0.6
Br -2.56780 0.78297 0.26530 0.3 0.0 0.0
H -0.66553 -1.86496 2.16602 -0.9 0.0 0.4
H 0.60685 -2.09468 1.28280 2.2 0.7 -0.4
H -0.20080 -3.55425 1.55514 -0.5 -0.2 0.3
H 1.37018 3.55147 -0.42559 -0.1 0.4 0.5
H 1.24587 3.09066 -2.11728 -0.4 -0.7 1.3
H 2.13316 2.03040 -0.92630 -1.6 0.8 -0.2